[1]
Formula: C15H31F5HgOP2Te
Source: the Open Molecules 2025 dataset
Level of theory: ωB97M-V/def2-TZVPD

Properties
energy above the lowest of the compared OMol25 structures with the same formula, charge and spin	20.02	kcal/mol
strongest force on any atom	0.1153	Eh/bohr
E_HOMO (alpha / beta)	-7.420 / -7.420	eV
orbital gap (alpha / beta)	4.1 / 4.7	eV
LUMO (alpha / beta)	-0.12106 / -0.10054	Eh

```
56
Properties=species:S:1:pos:R:3:forces:R:3
P -3.62346 1.98404 -0.32133 1.85 0.05 0.27
P 3.03702 -1.45553 2.13540 -0.70 2.29 0.17
C 0.34572 -1.90113 1.38803 -0.80 -0.35 -0.38
C 1.18779 -1.15641 2.29994 1.61 0.02 0.57
H 0.75084 -2.63037 0.69531 -0.31 0.02 0.06
H -0.72984 -1.83134 1.52821 0.10 -0.22 -0.18
H 1.07701 -0.06056 2.17279 0.07 -0.36 0.34
H 0.99793 -1.38657 3.36440 -0.35 0.35 -0.30
C 3.21055 -2.65573 0.81087 0.34 -0.44 -0.10
H 4.27957 -2.75561 0.58449 -0.24 -0.05 0.06
H 2.69346 -2.29337 -0.08476 0.15 -0.04 0.15
H 2.80052 -3.62381 1.11735 0.09 0.05 -0.18
C 3.57254 -2.17422 3.68691 0.13 -0.46 0.00
H 3.62866 -3.26507 3.60238 -0.02 0.11 0.13
H 2.87949 -1.88614 4.48250 0.18 0.04 -0.11
H 4.55647 -1.76363 3.93331 -0.15 -0.02 -0.03
C -4.90687 2.38574 -1.56448 0.43 0.07 -0.41
H -5.84755 2.54086 -1.01449 0.29 -0.03 -0.23
H -5.02470 1.57176 -2.29317 -0.22 0.23 0.05
H -4.61888 3.31943 -2.06824 -0.28 -0.31 0.00
C -4.58607 0.66671 0.52634 0.26 -0.28 -0.11
H -3.93007 0.02086 1.12308 -0.30 0.17 -0.02
H -5.17711 0.07136 -0.18323 0.11 -0.02 0.24
H -5.26786 1.19649 1.20835 0.18 -0.18 -0.18
Hg 0.79522 0.31802 -1.96768 4.00 2.06 3.86
C -0.22215 -1.38866 -2.58777 -1.30 -2.07 -3.72
C 0.13464 -0.56329 -3.70720 -2.20 -3.18 -1.30
C -0.87998 0.31631 -4.43135 0.04 0.40 -0.37
C -1.16383 1.65669 -3.69441 0.74 0.01 -0.06
C -0.99360 1.52722 -2.17018 -2.48 2.81 -0.65
C -2.13307 0.85030 -1.52360 -3.88 0.48 0.79
C -2.00581 -0.53284 -0.95013 -0.15 -0.55 0.15
C -1.64833 -1.54060 -2.08190 0.02 0.08 0.70
C 1.87556 1.37899 -0.51612 0.03 0.16 0.08
H 0.39422 -2.28400 -2.42350 0.20 0.71 0.21
H 0.97027 -0.91464 -4.32517 0.12 0.38 0.61
H -1.81682 -0.23586 -4.62775 0.37 0.04 0.39
H -0.48768 0.56349 -5.43224 -0.06 -0.19 0.42
H -0.46139 2.41544 -4.07352 -0.13 -0.22 0.14
H -2.16580 2.01270 -3.97854 0.15 -0.08 0.34
H -0.77793 2.50327 -1.71561 0.43 -0.35 0.00
H -2.98527 0.83107 -2.23204 0.77 -0.64 -0.47
H -2.96943 -0.84582 -0.52080 0.41 0.04 -0.22
H -1.27236 -0.59076 -0.12713 -0.16 0.01 -0.35
H -1.78847 -2.56643 -1.69563 0.33 0.40 -0.15
H -2.37245 -1.42399 -2.91116 0.43 0.10 0.30
H 2.67697 0.76381 -0.08807 -0.12 0.15 -0.07
H 1.18851 1.68062 0.28495 0.19 0.01 -0.24
H 2.27932 2.27067 -1.01449 -0.05 -0.19 0.26
F 5.01973 3.08088 4.71486 -0.21 -0.05 0.17
Te 3.57993 1.74771 4.49985 0.59 0.40 -0.20
F 4.73058 0.35815 5.31371 -0.01 -0.08 0.22
F 2.06541 0.48248 4.72341 -0.37 -0.37 0.06
F 3.16411 2.20170 6.28759 0.11 -0.15 -0.58
F 2.27178 3.14962 4.02378 -0.15 0.13 0.18
O 3.69297 -0.13999 1.81788 -0.11 -0.91 -0.27
```
Forces are in eV/Å.

=====

[2]
Formula: C18H42FInN6O6
Source: the Open Molecules 2025 dataset
Level of theory: ωB97M-V/def2-TZVPD

Properties
energy above the lowest of the compared OMol25 structures with the same formula, charge and spin	4.81	kcal/mol
strongest force on any atom	0.1379	Eh/bohr
total charge	+2
E_HOMO	-13.181	eV
orbital gap	1.7	eV
LUMO	-0.42303	Eh

```
74
Properties=species:S:1:pos:R:3:forces:R:3
In 13.52280 16.20520 5.46163 0.15 0.23 -0.10
F 15.67722 19.68752 3.93429 -0.03 -0.10 0.05
C 13.80044 16.60349 -1.88513 1.31 1.41 -0.35
C 14.49621 17.24984 -0.66897 -1.06 -0.74 0.14
O 14.35219 16.58125 0.35275 0.69 0.78 0.46
N 15.13879 18.46180 -0.66502 -0.57 -0.28 0.26
C 15.40300 19.40786 -1.74788 0.31 -1.10 -0.35
H 14.39518 15.73876 -2.17948 -0.18 -0.14 0.22
H 13.85359 17.29084 -2.72942 -0.47 -0.05 -0.18
H 12.78411 16.32087 -1.61075 0.25 0.10 -0.07
H 15.49409 18.74947 0.23560 -0.25 -0.31 0.15
H 16.04939 20.18598 -1.34192 -0.04 -0.11 -0.22
H 14.54633 19.86548 -2.24264 -0.29 -0.09 0.39
H 15.92199 18.80933 -2.49656 0.27 0.56 -0.34
C 20.72214 15.09631 2.51694 0.13 0.79 -0.72
C 19.53524 16.00957 2.78941 -0.32 -0.98 2.03
O 18.68634 15.59497 3.61047 0.54 1.23 -1.66
N 19.50770 17.29228 2.29411 -0.58 -0.21 0.34
C 20.53872 18.03899 1.59937 -0.18 -0.66 -1.10
H 21.33742 15.00636 3.41218 0.01 0.33 0.00
H 21.28534 15.52492 1.68797 0.38 -0.26 0.10
H 20.46032 14.06963 2.26102 -0.52 0.26 -0.03
H 18.64462 17.80774 2.39156 -0.13 -0.38 0.54
H 21.51211 17.99157 2.08759 -0.12 0.10 -0.08
H 20.21410 19.05807 1.38914 0.01 0.06 0.76
H 20.57392 17.63706 0.58680 0.70 -0.23 -0.14
C 13.68164 22.36619 9.77313 -0.14 -0.62 -1.67
C 13.86272 21.89670 8.29648 -0.49 1.88 2.84
O 13.62881 20.76534 8.01405 0.03 -2.26 -1.12
N 14.29899 22.78719 7.36238 -0.65 0.40 -0.07
C 14.41198 24.23287 7.47328 2.25 0.03 -0.06
H 12.87667 23.10099 9.78730 0.27 0.24 0.38
H 14.64236 22.71263 10.15405 -0.26 0.30 0.15
H 13.35888 21.45949 10.28481 0.07 0.27 0.16
H 14.84330 22.28956 6.67232 -0.22 0.43 -0.68
H 14.56542 24.67638 6.48948 -0.35 -0.18 -0.04
H 15.37756 24.35716 7.96349 0.53 0.47 0.10
H 13.80549 24.90635 8.07884 -1.04 -1.08 -0.07
C 17.93600 25.08557 2.06930 -0.65 -0.62 0.51
C 17.84521 26.55882 2.24815 -1.54 -1.00 -1.87
O 16.87600 27.19556 1.88483 -1.11 0.52 0.31
N 18.95393 27.08462 2.61807 4.47 4.39 3.31
C 19.16146 28.57818 2.92750 -1.32 -0.83 -0.86
H 18.19765 24.90194 1.02723 0.46 -0.26 0.25
H 16.97226 24.60903 2.24882 0.01 0.14 0.01
H 18.62597 24.79257 2.86062 0.28 -0.82 -0.59
H 19.85091 26.65661 2.79792 -0.73 -1.09 -0.23
H 19.79194 28.90490 3.75446 0.90 -1.27 -0.17
H 18.23691 28.99683 3.32504 -0.44 0.01 -1.07
H 19.51422 28.95282 1.96662 -0.31 0.83 0.41
C 19.69937 18.29259 9.66375 -0.61 -0.30 0.16
C 18.70717 18.32428 8.50089 -0.34 -1.72 0.56
O 17.73470 17.55630 8.51382 0.85 1.17 -0.49
N 18.94531 19.13842 7.42724 -2.76 -1.68 -1.07
C 19.97568 20.00451 7.22876 2.94 2.11 0.70
H 19.27921 17.65046 10.43785 -0.65 0.47 0.05
H 19.87753 19.29136 10.06227 0.38 -0.15 -0.03
H 20.59772 17.69754 9.49945 0.40 0.67 -0.80
H 18.34172 19.06834 6.62049 -0.62 -0.60 0.40
H 19.88965 20.76110 8.00868 0.80 0.30 0.22
H 20.04634 20.57064 6.30000 -0.88 -0.45 -0.24
H 20.93196 19.48320 7.27191 0.38 0.16 0.45
C 9.70171 20.77646 0.90691 0.27 1.10 0.53
C 10.81112 20.81317 1.93001 0.00 0.06 1.11
O 10.92422 19.95555 2.79576 0.02 -0.36 -0.28
N 11.71078 21.85560 2.00815 -0.08 -1.02 0.01
C 11.76184 23.02387 1.23773 -1.02 1.01 -1.22
H 10.14004 20.55087 -0.06524 -0.39 -0.50 -0.02
H 9.24546 21.76112 0.80499 0.08 0.14 -0.03
H 8.90738 20.14776 1.30926 0.39 -0.44 -0.53
H 12.50627 21.67513 2.60375 -0.21 -0.18 0.32
H 10.90908 23.08282 0.56140 0.20 -0.45 -0.33
H 12.68514 23.04594 0.65881 0.07 0.45 0.03
H 11.57117 23.93637 1.80260 0.75 0.12 0.46
```
Forces are in eV/Å.

=====

Q: Among the records above, which one has the highest energy above the lowest of the compared OMol25 structures with the same formula, charge and spin?
A: C15H31F5HgOP2Te